(1)
Here is C32H47BN5O5PPbSe2 as an isolated structure at a distorted geometry from OMol25. Energies are from wB97M-V/def2-TZVPD.

```
94
Properties=species:S:1:pos:R:3:lowdin_charge:R:1
Pb 0.055 -0.287 -0.387 1.168
C 0.895 -3.503 0.957 -0.078
O 0.225 -2.344 1.458 -0.336
C 0.836 -1.816 2.631 -0.190
C -0.208 -1.059 3.411 -0.168
O -0.630 0.084 2.675 -0.192
C -1.941 0.486 3.034 -0.175
C -2.226 1.881 2.513 -0.181
O -2.057 2.041 1.113 -0.340
C -3.009 1.324 0.336 -0.102
H 1.905 -3.261 0.619 0.090
H 0.945 -4.275 1.729 0.105
H 0.302 -3.876 0.126 0.057
H 1.209 -2.634 3.253 0.142
H 1.678 -1.164 2.370 0.123
H -1.055 -1.729 3.595 0.134
H 0.205 -0.748 4.377 0.144
H -2.668 -0.233 2.640 0.129
H -2.050 0.515 4.124 0.146
H -3.244 2.155 2.812 0.147
H -1.535 2.586 2.980 0.120
H -4.029 1.611 0.609 0.113
H -2.828 1.582 -0.707 0.086
H -2.896 0.244 0.448 0.062
Se -2.355 -3.058 -3.195 0.749
Se -0.213 -2.498 -2.442 0.676
C 0.119 -0.981 -3.564 -0.650
C 0.128 -1.047 -4.950 -0.070
C 0.513 0.075 -5.662 -0.019
C 0.906 1.210 -4.963 -0.024
C 0.860 1.186 -3.584 -0.123
N 0.447 0.122 -2.886 -0.098
C -3.157 -3.336 -1.454 -0.658
C -4.437 -3.868 -1.370 -0.091
C -4.958 -4.081 -0.105 -0.044
C -4.191 -3.773 1.011 -0.045
C -2.924 -3.256 0.812 -0.131
N -2.413 -3.034 -0.402 -0.012
H -0.147 -1.965 -5.448 0.115
H 0.535 0.059 -6.743 0.127
H 1.248 2.095 -5.480 0.118
H 1.174 2.038 -2.998 0.078
H -4.996 -4.109 -2.263 0.111
H -5.950 -4.496 0.010 0.121
H -4.567 -3.947 2.009 0.112
H -2.259 -3.014 1.634 0.097
C 8.214 1.786 -2.268 -0.039
C 8.146 1.574 -0.745 -0.560
C 8.080 2.938 -0.041 -0.046
C 9.429 0.870 -0.300 -0.063
C 6.895 0.755 -0.436 -0.157
C 6.963 -0.555 0.044 -0.004
C 5.831 -1.335 0.266 0.036
C 4.615 -0.755 -0.002 -0.192
O 3.341 -1.279 0.120 0.117
B 2.467 -0.287 -0.263 -0.649
O 3.182 0.868 -0.610 0.053
C 4.523 0.552 -0.454 -0.183
C 5.639 1.320 -0.685 0.057
H 9.114 2.347 -2.527 0.091
H 7.348 2.342 -2.631 0.077
H 8.246 0.826 -2.785 0.093
H 9.004 3.486 -0.223 0.090
H 7.963 2.811 1.037 0.093
H 7.254 3.549 -0.409 0.071
H 10.285 1.507 -0.527 0.091
H 9.575 -0.073 -0.828 0.088
H 9.431 0.681 0.775 0.093
H 7.923 -0.998 0.260 0.108
H 5.908 -2.350 0.631 0.129
H 5.545 2.332 -1.058 0.120
C 0.274 5.742 -0.740 -0.101
N -0.912 4.920 -0.227 -0.048
C -0.851 4.885 1.308 -0.087
N 0.410 4.409 1.751 -0.127
C 1.491 5.238 1.228 -0.137
N 1.496 5.231 -0.232 -0.143
C 1.878 3.938 -0.791 -0.272
P 0.670 2.578 -0.322 0.994
C -0.880 3.535 -0.778 -0.236
C 0.628 2.989 1.496 -0.270
H 0.117 6.768 -0.404 0.150
H 0.254 5.710 -1.829 0.148
H -1.780 5.378 -0.507 0.189
H -1.660 4.238 1.646 0.127
H -1.012 5.906 1.656 0.153
H 2.445 4.864 1.593 0.144
H 1.361 6.264 1.579 0.144
H 2.861 3.652 -0.415 0.096
H 1.955 4.020 -1.877 0.096
H -1.731 2.978 -0.384 0.049
H -0.963 3.585 -1.865 0.110
H 1.580 2.689 1.940 0.118
H -0.156 2.393 1.958 0.044
```

Results
Charge = +2
Relative energy (zero: lowest compared OMol25 entry of this formula, charge and spin) = 16.2 kcal/mol
Gap between HOMO and LUMO = 0.2738 Eh
Multiplicity = 1
E_HOMO = -12.55 eV


(2)
Here is C33H49BBrN4O4Rb as an isolated structure from OMol25. Energies are from wB97M-V/def2-TZVPD.

```
93
Properties=species:S:1:pos:R:3:lowdin_charge:R:1
Rb -0.037 0.131 -0.553 0.773
C -0.617 1.952 2.181 -0.108
C -1.950 1.554 1.898 -0.184
C -2.064 0.180 2.293 -0.179
C -0.799 -0.191 2.828 -0.085
C 0.089 0.888 2.761 -0.285
C 1.506 0.943 3.300 -0.561
C 1.585 1.949 4.458 -0.061
C 1.940 -0.424 3.826 -0.066
C 2.486 1.383 2.207 -0.057
C -3.224 -0.824 2.323 -0.530
C -2.677 -2.259 2.408 -0.077
C -4.101 -0.618 3.572 -0.056
C -4.117 -0.811 1.076 -0.053
C -2.954 2.548 1.295 -0.529
C -4.261 2.626 2.095 -0.061
C -3.242 2.255 -0.185 -0.056
C -2.377 3.972 1.329 -0.085
H -0.206 2.935 1.996 0.087
H -0.557 -1.165 3.226 0.081
H 0.898 1.658 5.256 0.081
H 1.294 2.945 4.120 0.075
H 2.601 2.003 4.867 0.070
H 1.312 -0.740 4.662 0.081
H 2.980 -0.390 4.169 0.078
H 1.860 -1.181 3.047 0.060
H 2.202 2.349 1.787 0.047
H 2.506 0.669 1.379 0.076
H 3.507 1.466 2.597 0.080
H -2.166 -2.445 3.353 0.071
H -1.965 -2.461 1.605 0.081
H -3.503 -2.973 2.331 0.076
H -3.484 -0.700 4.469 0.081
H -4.896 -1.372 3.623 0.072
H -4.565 0.366 3.579 0.054
H -3.537 -1.009 0.170 0.080
H -4.637 0.128 0.923 0.053
H -4.874 -1.598 1.161 0.078
H -4.826 1.699 2.088 0.044
H -4.910 3.406 1.681 0.075
H -4.045 2.870 3.138 0.086
H -3.580 1.239 -0.365 0.051
H -2.339 2.390 -0.784 0.068
H -3.995 2.939 -0.591 0.087
H -2.145 4.287 2.349 0.083
H -3.105 4.669 0.902 0.077
H -1.464 4.045 0.738 0.074
C 3.027 -3.191 1.349 -0.057
O 3.119 -2.784 -0.013 -0.030
C 1.951 -2.503 -0.646 -0.601
O 0.865 -2.541 -0.096 -0.044
N 2.215 -2.188 -1.935 0.024
N 1.151 -1.669 -2.695 0.033
H 3.343 -4.233 1.422 0.085
H 2.010 -3.084 1.717 0.076
H 3.702 -2.561 1.927 0.087
H 3.145 -1.793 -2.133 0.101
H 1.136 -2.146 -3.588 0.084
H 1.362 -0.682 -2.851 0.041
N -2.160 -2.673 -2.203 0.124
C -1.409 -3.478 -3.031 -0.345
C -1.423 -3.262 -4.415 -0.049
C -0.676 -4.064 -5.260 -0.119
C 0.101 -5.105 -4.763 -0.137
C 0.110 -5.322 -3.390 -0.115
C -0.631 -4.527 -2.532 -0.055
H -2.291 -1.719 -2.530 0.026
H -1.891 -2.696 -1.230 0.072
H -2.001 -2.435 -4.811 0.111
H -0.694 -3.857 -6.324 0.092
H 0.695 -5.720 -5.426 0.081
H 0.725 -6.110 -2.970 0.092
H -0.562 -4.671 -1.460 0.105
Br 2.637 3.644 -0.983 0.815
C 4.402 3.058 -1.358 -0.581
C 5.375 4.030 -1.134 -0.164
C 6.714 3.750 -1.340 -0.111
C 7.084 2.484 -1.770 -0.099
C 6.106 1.531 -1.993 -0.035
C 4.745 1.782 -1.804 -0.130
C 3.789 0.608 -2.125 -0.635
O 4.344 -0.432 -2.540 -0.042
O 2.571 0.791 -1.940 -0.141
H 5.065 5.006 -0.787 0.080
H 7.459 4.517 -1.161 0.092
H 8.128 2.240 -1.928 0.091
H 6.356 0.533 -2.328 0.108
B -3.479 2.018 -4.592 -0.464
C -2.674 1.067 -3.580 -0.272
N -2.089 0.385 -2.850 0.025
H -4.625 1.610 -4.667 -0.023
H -2.921 1.962 -5.675 -0.024
H -3.452 3.149 -4.143 -0.021
```

Results
Charge = -2
Relative energy (zero: lowest compared OMol25 entry of this formula, charge and spin) = 0.0 kcal/mol
Gap between HOMO and LUMO = 0.2027 Eh
Multiplicity = 1
E_HOMO = -1.68 eV


(3)
Here is a 7-piece molecular cluster, C51H77BBrCl2N10O10P overall at a distorted geometry from OMol25. Energies are from wB97M-V/def2-TZVPD.

```
153
Properties=species:S:1:pos:R:3:lowdin_charge:R:1
C -2.955 3.276 2.514 -0.001
C -3.632 3.840 1.255 -0.561
O -3.556 5.021 1.076 0.100
N -4.399 3.000 0.345 -0.091
C -5.530 2.470 1.136 -0.028
C -3.605 1.947 -0.294 -0.649
Br -1.857 2.891 -0.708 0.882
C -4.203 1.621 -1.692 -0.142
C -5.379 2.528 -2.140 -0.305
C -5.206 3.895 -2.419 -0.074
C -6.249 4.714 -2.806 -0.086
C -7.545 4.207 -2.959 -0.097
C -7.733 2.858 -2.686 -0.095
C -6.682 2.038 -2.277 -0.093
O -3.304 0.920 0.615 -0.124
C -3.309 -0.430 0.254 -0.255
C -2.106 -1.250 0.888 -0.396
C -2.083 -0.974 2.386 -0.084
C -0.848 -1.382 3.215 -0.068
C -1.095 -1.146 4.721 -0.424
O -0.516 -1.863 5.493 0.100
N -1.935 -0.101 5.187 0.120
C -3.228 -0.525 5.604 -0.246
C -4.384 0.173 5.240 -0.053
C -5.633 -0.234 5.678 -0.086
C -5.794 -1.348 6.501 -0.087
C -4.647 -2.054 6.854 -0.080
C -3.387 -1.651 6.413 -0.025
N -0.949 -0.700 0.125 0.231
C -0.345 0.230 0.632 -0.357
O 0.215 1.129 1.112 0.157
O -2.343 -2.531 0.405 0.008
C -1.741 -3.709 0.870 -0.387
O -2.227 -4.638 -0.115 -0.024
B -0.106 -3.855 0.667 -0.564
O 0.798 -2.896 1.118 0.121
O 0.450 -4.922 -0.016 0.163
C -2.247 -4.296 2.245 -0.529
Cl -3.941 -4.913 2.032 0.749
C -1.407 -5.491 2.769 -0.688
C -2.238 -6.442 3.680 -0.183
Cl -0.046 -4.944 3.821 0.720
P -4.997 -1.159 0.661 0.589
N -5.436 -0.937 2.135 -0.112
O -5.147 -2.700 0.207 -0.167
O -6.112 -0.393 -0.251 -0.166
H -2.388 4.057 3.017 0.091
H -3.670 2.804 3.197 0.064
H -2.249 2.502 2.185 0.049
H -5.274 1.721 1.890 0.065
H -6.319 2.162 0.447 0.087
H -5.945 3.326 1.687 0.109
H -4.538 0.595 -1.855 0.098
H -3.435 1.788 -2.439 0.054
H -4.227 4.363 -2.330 0.107
H -6.115 5.774 -3.007 0.100
H -8.388 4.806 -3.286 0.094
H -8.716 2.407 -2.807 0.098
H -6.922 0.992 -2.110 0.094
H -3.170 -0.652 -0.816 0.140
H -2.929 -1.528 2.822 0.118
H -2.297 0.069 2.643 0.112
H -0.551 -2.422 3.141 0.051
H 0.047 -0.782 2.993 0.131
H -1.974 0.684 4.548 0.118
H -4.306 1.061 4.613 0.095
H -6.530 0.320 5.412 0.108
H -6.770 -1.650 6.867 0.101
H -4.719 -2.929 7.495 0.104
H -2.551 -2.248 6.763 0.107
H -1.990 -5.534 0.136 0.084
H 1.169 -3.245 1.941 0.063
H 0.454 -5.716 0.532 0.096
H -2.340 -3.570 3.053 0.089
H -1.048 -6.158 1.976 0.101
H -2.759 -7.212 3.112 0.070
H -2.860 -5.899 4.391 0.075
H -1.488 -6.972 4.282 0.059
H -4.700 -0.484 2.664 -0.050
H -4.879 -2.748 -0.725 0.089
H -6.872 -0.974 -0.384 0.089
C -3.651 3.649 -7.213 -0.101
C -2.622 2.618 -6.763 -0.255
C -3.264 1.337 -6.217 -0.166
C -4.097 1.647 -5.050 -0.101
N -4.734 1.910 -4.129 0.211
H -4.274 3.983 -6.382 0.075
H -3.155 4.528 -7.621 0.039
H -4.302 3.241 -7.988 0.082
H -1.980 3.062 -5.999 0.111
H -1.980 2.359 -7.608 0.109
H -2.495 0.623 -5.919 0.118
H -3.886 0.864 -6.979 0.122
C -1.820 7.365 -6.854 -0.104
C -1.674 8.412 -7.952 -0.261
C -2.988 8.698 -8.687 -0.187
C -3.499 7.484 -9.342 -0.235
N -3.895 6.538 -9.854 0.148
H -2.122 6.401 -7.261 0.044
H -0.869 7.218 -6.340 0.075
H -2.560 7.672 -6.113 0.082
H -0.919 8.078 -8.666 0.111
H -1.308 9.342 -7.511 0.107
H -2.833 9.462 -9.449 0.116
H -3.744 9.063 -7.990 0.120
C 5.432 -4.695 3.969 -0.103
C 5.503 -3.676 2.839 -0.262
C 4.158 -3.469 2.133 -0.184
C 3.686 -4.724 1.533 -0.229
N 3.315 -5.705 1.070 0.172
H 5.160 -5.685 3.599 0.073
H 6.401 -4.786 4.459 0.071
H 4.698 -4.396 4.722 0.077
H 6.253 -4.001 2.114 0.110
H 5.840 -2.718 3.242 0.105
H 4.255 -2.723 1.344 0.109
H 3.407 -3.114 2.843 0.115
C 5.731 0.726 1.063 -0.101
C 6.948 0.802 0.147 -0.263
C 7.916 -0.370 0.345 -0.177
C 8.427 -0.394 1.721 -0.218
N 8.816 -0.421 2.800 0.162
H 6.017 0.779 2.115 0.071
H 5.057 1.560 0.868 0.075
H 5.176 -0.202 0.904 0.063
H 7.469 1.744 0.323 0.114
H 6.614 0.813 -0.891 0.068
H 8.760 -0.281 -0.339 0.119
H 7.414 -1.319 0.142 0.117
C 5.397 -0.722 -3.915 -0.106
C 5.290 0.320 -5.023 -0.261
C 6.555 1.176 -5.161 -0.185
C 6.818 1.910 -3.917 -0.228
N 7.024 2.483 -2.945 0.156
H 5.523 -0.254 -2.937 0.056
H 4.491 -1.325 -3.872 0.075
H 6.242 -1.392 -4.086 0.079
H 4.431 0.964 -4.826 0.112
H 5.101 -0.185 -5.972 0.108
H 6.438 1.896 -5.972 0.117
H 7.418 0.549 -5.388 0.120
C 11.863 -4.132 5.602 -0.113
C 11.954 -3.115 4.469 -0.262
C 10.613 -2.887 3.762 -0.212
C 10.128 -4.138 3.166 -0.243
N 9.749 -5.116 2.700 0.139
H 11.574 -5.117 5.232 0.069
H 12.829 -4.240 6.095 0.070
H 11.133 -3.819 6.352 0.076
H 12.698 -3.453 3.746 0.110
H 12.305 -2.163 4.871 0.108
H 10.724 -2.145 2.974 0.087
H 9.865 -2.520 4.465 0.109
```

Results
Charge = 0
SMILES string = CC(=O)N(C)[C@](Br)(Cc1ccccc1)O[C@@H]([C@](CCC(=O)Nc1ccccc1)(N=C=O)O[C@@](O)(B(O)O)[C@@H](Cl)[C@H](C)Cl)P(=N)(O)O.CCCC#N.CCCC#N.CCCC#N.CCCC#N.CCCC#N.CCCC#N
Gap between HOMO and LUMO = 0.2960 Eh
Multiplicity = 1
E_HOMO = -7.99 eV


(4)
Here is a 2-piece molecular cluster, C7H13N4O overall at a distorted geometry from OMol25. Energies are from wB97M-V/def2-TZVPD.

```
25
Properties=species:S:1:pos:R:3:nbo_charge:R:1
C 4.382 0.283 -0.744 -0.087
C 3.023 0.589 -0.672 -0.059
C -1.908 0.667 -0.839 -0.265
C -0.242 -0.970 0.098 -0.321
C -0.574 1.492 -1.094 -0.103
C 0.484 0.254 0.687 0.459
C -2.360 -0.511 1.239 -0.444
N 4.717 -0.387 0.373 -0.149
N 3.627 -0.504 1.034 -0.113
N 2.546 -0.029 0.415 -0.244
N -1.670 -0.537 -0.078 -0.414
O 0.282 1.396 0.104 -0.461
H 5.066 0.704 -1.441 0.245
H 2.375 0.793 -1.622 0.242
H -2.795 1.242 -0.506 0.245
H -2.177 0.386 -1.889 0.226
H 0.208 -1.233 -0.801 0.227
H -0.060 -1.909 0.707 0.257
H 0.099 1.152 -1.924 0.207
H -0.799 2.617 -1.081 0.250
H 0.472 0.477 1.827 0.231
H -3.507 -0.556 1.032 0.237
H -2.061 -1.377 2.000 0.231
H -2.128 0.480 1.779 0.176
H 3.574 -1.066 1.851 0.426
```

Results
Charge = +1
Relative energy (zero: lowest compared OMol25 entry of this formula, charge and spin) = 86.1 kcal/mol
Gap between HOMO and LUMO = 0.3307 Eh
Multiplicity = 1
E_HOMO = -12.67 eV


(5)
Here is a 2-piece molecular cluster, C3H8NO overall at a distorted geometry from OMol25. Energies are from wB97M-V/def2-TZVPD.

```
13
Properties=species:S:1:pos:R:3:nbo_charge:R:1
C -1.834 -0.522 -1.591 -0.197
O -0.496 -0.392 -1.429 -0.984
H -2.293 -0.507 -2.648 0.056
H -2.397 0.380 -1.243 0.083
H -2.159 -1.498 -1.162 0.093
C 0.988 1.397 0.573 -0.521
C 0.830 -0.812 1.323 -0.078
N 0.957 0.394 1.650 -0.440
H 1.959 1.419 0.072 0.188
H 0.306 0.974 -0.202 0.289
H 0.497 2.290 0.942 0.179
H 0.775 -1.581 2.095 0.131
H 0.813 -1.135 0.271 0.202
```

Results
Charge = -1
Relative energy (zero: lowest compared OMol25 entry of this formula, charge and spin) = 36.7 kcal/mol
Gap between HOMO and LUMO = 0.2517 Eh
Multiplicity = 1
E_HOMO = -2.34 eV


(6)
Here is a 2-piece molecular cluster, CH2O2S overall at a distorted geometry from OMol25. Energies are from wB97M-V/def2-TZVPD.

```
6
Properties=species:S:1:pos:R:3:nbo_charge:R:1
C 1.304 1.804 -0.505 0.496
O 1.124 2.194 -1.538 -0.495
O -1.418 -0.585 0.705 -0.843
S -0.306 -1.765 1.048 0.279
H 0.798 -1.061 0.575 0.082
H -1.502 -0.587 -0.286 0.480
```

Results
Charge = 0
Relative energy (zero: lowest compared OMol25 entry of this formula, charge and spin) = 38.8 kcal/mol
Gap between HOMO and LUMO = 0.3564 Eh
Multiplicity = 1
E_HOMO = -9.31 eV


Number 1: E -7258.988675 Eh. Number 2: E -4429.947494 Eh. Number 3: E -7150.090017 Eh. Number 4: E -568.398494 Eh. Number 5: E -249.028049 Eh. Number 6: E -587.924933 Eh.